Below is a 4-piece molecular cluster, C15H38BO6P overall, with properties calculated with ωB97M-V with the def2-TZVPD basis set.

Summary:
Structure (SMILES): O=COCCB[PH2]=O.CCOCC.CCOCC.CCOCC
M in g/mol: 356.25
E_HOMO in eV: -9.675
E in hartree: -1411.871434
Maximum force in eV/Å: 0.84
Multiplicity: 1
Energy above the lowest of the compared OMol25 structures with the same formula, charge and spin in kcal/mol: 0.0
Gap between HOMO and LUMO in eV: 8.87

```
61
Properties=species:S:1:pos:R:3:forces:R:3:mulliken_charge:R:1
H -3.300019 0.793375 -0.369161 0.0 0.0 0.0 0.305
H 4.997599 -0.997156 1.931747 0.0 0.0 0.0 0.309
H 6.656601 -2.122039 -2.688923 0.0 0.0 0.0 0.392
H 6.444330 -0.864074 -0.566958 0.0 0.0 0.0 0.311
C 5.643638 -0.821330 -1.314422 0.0 0.0 0.0 -0.386
H -5.786969 -1.718712 3.317350 0.1 0.0 0.1 0.059
H 1.810793 1.082452 -0.417815 0.0 0.0 0.0 0.222
H 2.683629 2.083541 0.738726 0.0 0.0 0.0 0.310
C 4.830019 -1.903414 1.347796 0.0 0.0 0.0 -1.174
C -2.456188 -2.202239 -1.416332 0.0 -0.1 0.1 -0.361
H 3.725827 -2.537207 -0.395635 0.0 0.0 0.0 0.281
H -3.055617 -0.815447 3.801285 0.0 0.3 -0.1 0.317
C 1.255212 3.327072 -1.949014 0.1 0.0 0.1 -0.384
H -0.309056 2.367616 0.128980 0.0 0.0 -0.1 0.118
H -0.871336 -1.149817 -2.481028 0.0 0.0 0.0 0.232
O -7.300667 -0.049482 2.331276 0.3 -0.1 0.0 -0.665
B -4.659565 0.672946 3.468772 -0.1 0.0 0.0 0.262
H 2.133326 2.672981 -1.995334 0.0 0.0 0.0 0.243
C 1.702375 1.675722 0.491543 0.1 0.0 -0.1 -0.706
C 5.684545 -2.055834 -2.198183 0.0 0.0 0.0 -1.041
H -5.168857 -0.893646 1.430061 0.0 0.0 0.0 0.009
C 0.063627 2.642994 -2.593083 0.0 0.1 0.0 -0.510
H -4.750652 0.020207 -2.237977 0.0 0.0 0.0 0.358
C -1.012007 -2.031786 -1.853965 0.0 0.0 0.0 -1.015
H 1.501865 4.234376 -2.501366 0.0 0.0 0.0 0.347
H -1.860710 0.451865 -1.313196 0.1 0.0 0.0 0.099
C -3.158085 0.269282 3.640596 0.1 -0.1 0.2 -0.637
O -0.917639 0.615783 2.600407 -0.1 0.4 0.8 -0.197
H 0.594909 3.345450 1.274498 0.0 0.0 0.0 0.334
C -0.399358 -0.450405 3.230638 0.1 -0.1 -0.4 0.055
H 0.496921 -0.155047 3.802029 0.0 -0.1 -0.3 0.382
P -5.907804 -0.515650 2.580911 -0.3 0.2 -0.2 0.378
H 2.955803 -1.250088 0.521713 0.0 0.0 0.0 0.145
H -0.702574 -2.900816 -2.436213 0.0 0.0 0.0 0.432
H -2.742380 0.796016 4.514454 0.0 -0.1 -0.2 0.231
H -2.557765 -3.104658 -0.813124 0.0 0.0 0.0 0.370
C 0.682371 2.789591 0.340244 0.0 0.0 -0.1 -0.213
C -2.349694 0.663779 2.393356 -0.1 -0.2 -0.5 0.028
H 4.912104 -2.003669 -2.966748 0.0 0.0 0.0 0.285
O 1.031996 3.774784 -0.621887 -0.1 0.0 0.0 -0.478
H -0.810321 3.296882 -2.581997 0.0 0.0 0.0 0.276
H -2.521649 1.713302 2.117264 0.1 -0.3 0.1 0.467
H 0.299187 2.396119 -3.629684 0.0 0.0 0.0 0.453
H 1.390843 1.002783 1.290253 0.0 0.0 0.0 0.199
H 5.799357 -2.294197 1.036023 0.0 0.0 0.0 0.291
C -3.709579 0.295243 -2.412414 0.0 0.0 0.0 -1.450
O 4.389957 -0.592046 -0.693784 0.0 0.0 0.0 -0.337
H 5.815782 0.071873 -1.915821 0.0 0.0 0.0 0.315
H -3.322828 -0.319519 -3.225962 0.0 0.0 0.0 0.305
H 4.366099 -2.651001 1.992926 0.0 0.0 0.0 0.396
H -3.676183 1.334954 -2.741483 0.0 0.0 0.0 0.445
O -2.929471 -1.160897 -0.575242 -0.1 0.1 0.0 -0.457
C -2.894155 0.138999 -1.141683 -0.1 0.0 0.0 0.154
O -0.827184 -1.566115 3.170574 -0.1 0.0 0.2 -0.495
H -0.192755 1.715192 -2.084937 0.0 -0.1 0.0 -0.211
C 3.920268 -1.616204 0.166256 0.0 0.0 0.0 -0.057
H -3.109277 -2.321284 -2.287743 0.0 0.0 0.0 0.325
H -5.101542 1.713465 3.838288 0.1 0.0 0.0 -0.034
H -2.611387 0.025140 1.537988 0.1 0.1 0.3 -0.124
H 5.540620 -2.974949 -1.628895 0.0 0.0 0.0 0.272
H -0.356334 -1.945054 -0.985939 0.0 0.0 0.0 0.223
```
Positions in Å, forces in eV/Å.

Below is C44H41CuNOP2Sb as an isolated structure, with properties calculated with ωB97M-V with the def2-TZVPD basis set.

Summary:
M in g/mol: 847.07
E_HOMO in eV: -7.146
E in hartree: -4394.654787
Maximum force in eV/Å: 0.74
Multiplicity: 1
Energy above the lowest of the compared OMol25 structures with the same formula, charge and spin in kcal/mol: 6.1
Gap between HOMO and LUMO in eV: 7.25

```
91
Properties=species:S:1:pos:R:3:forces:R:3:mulliken_charge:R:1
C -2.473300 5.950215 1.506637 0.0 0.0 0.0 -0.694
C -1.827616 -1.931825 2.691189 0.0 0.0 0.0 -0.138
C 1.992023 -0.308981 3.167950 0.0 0.0 0.2 0.884
H -2.059270 -1.756819 -3.948352 0.0 0.0 0.0 0.391
C -0.193402 -3.944527 1.719918 0.0 0.0 0.0 -0.730
H -7.065671 -0.054612 0.349202 0.0 0.0 0.0 0.405
H -1.989295 -5.098031 1.503184 0.0 0.0 0.0 0.382
H 0.900481 4.153573 -3.093418 0.0 0.0 0.0 0.417
P -1.736998 2.025875 0.434587 0.1 0.7 -0.3 3.187
C -2.660187 -0.861763 -0.601814 -0.1 0.0 0.1 -1.223
H -5.192541 -1.412743 -0.519437 0.0 0.0 0.0 0.487
C -1.990826 5.982646 2.809782 0.0 0.0 0.0 -0.613
C -4.499798 2.081321 0.917723 0.0 0.0 0.0 -1.152
C 1.879603 0.254820 0.733175 0.1 -0.2 0.2 -0.754
C -2.379034 -3.142058 2.302548 0.0 0.0 0.0 -0.722
Sb 0.132392 -0.153678 -3.953940 0.0 0.0 -0.1 0.631
H 5.807384 -0.950718 2.899326 0.0 0.0 0.0 0.367
H 1.866259 -2.242994 -3.566026 0.0 0.0 0.0 0.392
C 0.581058 0.365437 -6.000911 0.0 0.0 0.0 -1.409
H 2.052888 0.586448 -1.368267 0.0 0.0 0.0 0.542
C 3.933803 -0.075374 -0.569333 0.0 0.0 0.0 -1.171
H 1.124204 -2.394230 -5.172730 0.0 0.0 0.0 0.419
H -3.071061 3.075072 -4.273401 0.0 0.0 0.0 0.397
C 4.743267 -0.758362 2.983127 0.0 0.0 0.0 -0.922
H 4.417991 -0.054576 -1.539260 0.0 0.0 0.0 0.440
H 5.707400 -0.633113 0.478723 0.0 0.0 0.0 0.355
C -6.056775 0.336635 0.369510 0.0 0.0 0.0 -0.905
C -1.534549 2.634578 -1.283540 0.1 -0.1 0.0 0.085
H -3.493138 2.155775 -2.028352 0.0 0.0 0.0 0.427
H -2.030671 6.902220 3.380142 0.0 0.0 0.0 0.390
H -2.779749 4.761884 -0.248373 0.0 0.0 0.0 0.431
Cu 0.067944 0.887034 1.046278 -0.4 0.0 0.1 -1.380
C -1.896925 -0.764153 -4.369974 0.0 0.0 0.0 -1.257
H -0.884662 4.096081 -4.808895 0.0 0.0 0.0 0.417
C -2.527253 2.591323 -2.254634 0.0 0.0 0.0 -0.013
H 0.152976 -2.388523 5.123860 0.0 0.0 0.0 0.507
C -0.985334 -0.470352 7.673077 0.0 0.0 0.0 -0.525
C -1.394949 3.661574 2.639081 0.0 0.0 0.0 0.254
H 1.431260 -2.584479 2.045353 0.0 0.0 0.0 0.377
C -0.451242 -1.719004 2.614716 0.1 0.0 0.0 0.414
H 4.687408 -1.040414 5.092284 0.0 0.0 0.0 0.427
H -3.448901 -3.296860 2.380130 0.0 0.0 0.0 0.457
P 0.173283 -0.092937 3.212114 0.3 -0.4 -0.1 1.208
H 2.247763 -0.701464 5.249057 0.0 0.0 0.0 0.383
H 0.269004 -1.137254 -0.857143 0.1 0.0 0.0 0.197
C -0.295933 3.192922 -1.601239 0.0 0.0 0.0 -0.549
C -3.697590 0.056230 -0.106036 0.0 0.0 0.0 1.083
C -0.547975 -1.598281 6.987427 0.0 0.0 0.0 -0.696
H 0.213258 -2.855966 -3.716811 0.0 0.0 0.0 0.361
C 0.361140 -2.734327 2.119408 0.0 0.0 0.0 -0.004
H 0.191711 -0.398395 -6.674793 0.0 0.0 0.0 0.412
C 4.123383 -0.815045 4.195811 0.0 0.0 0.0 -0.874
C -1.561113 -4.152944 1.812764 0.0 0.0 0.0 -0.602
C 2.729552 -0.607377 4.284933 0.0 -0.1 0.0 -0.826
C -1.051609 0.751148 7.022245 0.0 0.0 0.0 -0.627
H -1.054350 4.863283 4.383479 0.0 0.0 0.0 0.445
H -2.471444 -1.144741 3.073496 0.0 0.0 0.0 0.354
H -2.061187 -0.799726 -5.447219 0.0 0.0 0.0 0.469
H -2.935961 -1.892668 -0.819697 0.0 0.0 0.0 0.275
H -0.494564 -2.554010 7.494232 0.0 0.0 0.0 0.401
H 0.133148 1.327974 -6.249586 0.0 0.0 0.0 0.360
C -2.291123 3.113309 -3.522476 0.0 0.0 0.0 -0.720
H -1.278097 -0.548366 8.712550 0.0 0.0 0.0 0.389
C -1.448557 4.838551 3.375161 0.0 0.0 0.0 -0.578
C 2.625729 -0.159706 1.892046 0.1 0.0 -0.1 -0.186
O -0.603388 -1.484554 -1.113688 -0.1 -0.1 0.0 -0.643
C -0.183199 -1.505355 5.654080 0.0 0.0 0.0 0.025
C -3.435603 1.342650 0.412206 0.1 -0.2 0.0 0.229
H 0.450138 -4.726492 1.336839 0.0 0.0 0.0 0.445
C 2.564745 0.269285 -0.462718 0.0 0.1 0.0 0.956
H 0.491381 3.201295 -0.854088 0.0 0.0 0.0 0.328
H 1.661111 0.442485 -6.131719 0.0 0.0 0.0 0.377
C -0.064234 3.721379 -2.859324 0.0 0.0 0.0 -0.770
H -2.606094 -0.070239 -3.919849 0.0 0.0 0.0 0.218
C -5.006054 -0.422364 -0.119849 0.0 0.0 0.0 -0.774
C 4.649474 -0.403941 0.543103 0.0 0.0 0.0 -0.813
H -6.605425 2.193571 1.294530 0.0 0.0 0.0 0.453
C -2.418705 4.775335 0.773538 0.0 0.0 0.0 -0.196
N -1.459093 -0.479201 -0.712664 0.0 -0.1 0.0 0.577
H -0.745683 1.796461 5.173394 0.0 0.0 0.0 0.192
C 0.936369 -2.150796 -4.126749 0.0 0.0 0.0 -1.382
H -1.394013 1.632102 7.550613 0.0 0.0 0.0 0.420
C 4.014321 -0.444001 1.809020 0.0 0.0 0.0 0.687
C -0.247027 -0.280673 4.988454 -0.1 0.2 0.0 0.160
C -5.799101 1.591171 0.896188 0.0 0.0 0.0 -0.683
C -1.064893 3.684560 -3.823617 0.0 0.0 0.0 -0.443
C -0.686099 0.841892 5.684239 0.0 0.0 0.0 -0.570
C -1.884277 3.616021 1.335699 -0.2 -0.1 0.0 -0.356
H -0.958185 2.767544 3.069464 0.0 0.0 0.0 -0.195
H -2.886061 6.845752 1.059385 0.0 0.0 0.0 0.413
H -4.317569 3.060375 1.341544 0.0 0.0 0.0 0.395
```
Positions in Å, forces in eV/Å.

Below is a 2-piece molecular cluster, C4H9NO2 overall, with properties calculated with ωB97M-V with the def2-TZVPD basis set.

Summary:
Structure (SMILES): CCC=O.NC=O
M in g/mol: 103.12
E_HOMO in eV: -9.743
E in hartree: -363.047374
Maximum force in eV/Å: 0.54
Multiplicity: 1
Energy above the lowest of the compared OMol25 structures with the same formula, charge and spin in kcal/mol: 23.9
Gap between HOMO and LUMO in eV: 10.38

```
16
Properties=species:S:1:pos:R:3:forces:R:3:mulliken_charge:R:1
C 0.959008 0.246493 -0.461781 -0.1 0.0 0.0 -0.158
H 2.256452 -0.150283 1.276154 -0.1 0.0 0.0 0.335
C 1.187098 -0.047654 0.996197 -0.2 -0.1 0.2 0.042
H 1.392266 2.377071 -0.430579 0.1 -0.1 -0.1 0.343
O 0.338067 -0.145195 1.855867 0.4 0.0 -0.4 -0.552
C -2.285539 -1.556695 -0.153119 -0.1 0.0 0.0 0.133
H 2.835152 1.353178 -0.491468 -0.1 0.0 -0.1 0.335
H -3.180122 -0.036497 0.869234 0.1 0.0 -0.1 0.185
O -3.183979 -1.862953 -0.910951 0.2 0.1 0.2 -0.585
H -1.514335 -0.342870 1.328488 -0.1 -0.1 -0.1 0.326
C 1.807040 1.459237 -0.858282 0.1 0.1 0.0 -1.264
H -1.323112 -2.107955 -0.113943 -0.1 0.1 -0.1 0.274
H -0.106486 0.404486 -0.654602 0.2 0.0 0.1 0.208
N -2.311893 -0.530464 0.729727 -0.2 -0.1 0.0 -0.262
H 1.280698 -0.633563 -1.037249 0.0 0.1 0.1 0.313
H 1.849685 1.573663 -1.943693 0.0 0.0 0.1 0.327
```
Positions in Å, forces in eV/Å.

Below is a 2-piece molecular cluster, C5H17N2O overall, with properties calculated with ωB97M-V with the def2-TZVPD basis set.

Summary:
M in g/mol: 121.20
E_HOMO in eV: -13.577
E in hartree: -385.197246
Net charge: +1
Maximum force in eV/Å: 0.37
Multiplicity: 1
Energy above the lowest of the compared OMol25 structures with the same formula, charge and spin in kcal/mol: 27.3
Gap between HOMO and LUMO in eV: 10.21

```
25
Properties=species:S:1:pos:R:3:forces:R:3:mulliken_charge:R:1
N -2.885290 -2.500121 1.730861 0.1 0.1 0.1 -0.583
H 0.695262 1.507802 1.040075 0.0 -0.1 0.1 0.292
H -3.800447 -2.633948 2.143072 0.0 -0.1 -0.1 0.255
H -2.228558 -2.443099 2.501727 0.0 -0.1 0.0 0.226
H -1.548225 -2.061145 -0.639343 0.0 0.0 0.1 0.325
N -1.335556 0.025548 -0.544013 -0.2 -0.2 0.0 -0.164
C 2.405299 1.123341 -0.279884 0.0 0.2 -0.2 0.725
H 1.316510 0.332096 -1.962443 0.0 0.0 0.0 0.361
C 1.930570 -0.047246 -1.133957 -0.1 0.0 0.1 -1.260
C -1.536064 -1.304342 0.142855 -0.1 0.1 0.2 -0.537
H -0.681673 -1.468918 0.797958 0.1 0.0 -0.1 0.356
O 3.187683 2.017088 -1.060562 -0.1 -0.1 -0.1 -0.536
H 3.842863 1.522193 -1.564615 0.1 0.0 0.1 0.328
H -1.139930 0.782529 0.115185 0.1 0.0 0.0 0.303
H 3.003270 0.753700 0.560651 -0.1 -0.1 0.0 0.223
C -2.835927 -1.284229 0.943127 0.2 -0.1 0.0 -0.544
H 1.716033 2.889684 0.663955 -0.1 0.1 0.1 0.374
H -3.671036 -1.279907 0.245946 -0.2 0.0 0.0 0.415
H 1.377623 -0.783526 -0.538008 0.0 0.0 0.0 0.130
H 2.768732 -0.583315 -1.581965 0.0 0.0 0.0 0.421
H 0.632784 2.305020 -0.588508 0.0 0.0 0.1 0.368
H -0.549997 -0.018689 -1.200310 0.0 0.1 0.0 0.160
H -2.194001 0.269991 -1.040934 0.1 0.1 -0.2 0.386
H -2.881634 -0.360868 1.538357 0.0 0.1 0.0 0.358
C 1.269499 1.991984 0.248720 0.3 -0.1 -0.2 -1.380
```
Positions in Å, forces in eV/Å.